No. 1
A single C15H19ClN2O4 molecule in a non-equilibrium geometry, computed with ωB97M-V/def2-TZVPD.

Values from the calculation:
SMILES: CC(=O)OCCCCC[C@](C#N)(CC(=O)Cl)[C@@H](C#N)CC=O
E_LUMO: -0.0026 Eh
relative energy (zero: lowest compared OMol25 entry of this formula, charge and spin): 64.8 kcal per mole
molar mass: 326.8 g mol⁻¹
orbital gap: 10.436 eV
HOMO: -10.5 eV

```
41
C15H19ClN2O4 (ωB97M-V/def2-TZVPD)
C 4.793 -1.241 0.450
C 4.764 -0.577 -0.892
O 5.777 -0.291 -1.463
O 3.545 -0.340 -1.458
C 2.968 0.859 -0.907
C 1.577 0.942 -1.446
C 0.808 2.121 -0.867
C -0.087 1.688 0.303
C -1.262 0.904 -0.239
C -2.183 0.261 0.840
C -3.286 1.203 1.023
N -4.182 1.919 1.207
C -1.550 0.113 2.228
C -0.406 -0.862 2.367
O 0.054 -1.111 3.434
Cl 0.301 -1.659 0.930
C -2.812 -1.079 0.360
C -4.026 -1.326 1.139
N -5.014 -1.588 1.691
C -3.210 -1.056 -1.121
C -2.237 -1.877 -1.926
O -1.662 -1.454 -2.886
H 3.823 -1.331 0.919
H 5.194 -2.233 0.327
H 5.440 -0.691 1.108
H 2.943 0.742 0.173
H 3.572 1.713 -1.188
H 1.586 0.993 -2.523
H 1.118 -0.002 -1.202
H 1.484 2.894 -0.540
H 0.151 2.545 -1.611
H 0.545 1.106 0.965
H -0.427 2.551 0.854
H -1.865 1.612 -0.785
H -0.952 0.163 -0.959
H -2.318 -0.258 2.891
H -1.278 1.088 2.596
H -2.177 -1.922 0.587
H -4.168 -1.536 -1.245
H -3.271 -0.067 -1.542
H -2.069 -2.915 -1.592
```

Here are the Mulliken charges for atoms 1 to 6, given in e: C -0.851; C 0.675; O -0.538; O -0.288; C -0.746; C -0.330

=====

No. 2
2 unconnected molecules or ions with the total composition C3H6P2 in a non-equilibrium geometry, computed with ωB97M-V/def2-TZVPD.

Values from the calculation:
SMILES: CC#P.C=P
E_LUMO: 0.0051 Eh
relative energy (zero: lowest compared OMol25 entry of this formula, charge and spin): 53.3 kcal per mole
molar mass: 104.0 g mol⁻¹
orbital gap: 9.487 eV
HOMO: -9.3 eV

```
11
C3H6P2 (ωB97M-V/def2-TZVPD)
C 0.521 0.992 -1.599
C 0.013 -0.695 1.783
C -0.851 0.624 -2.015
P 1.921 1.453 -1.039
P 1.413 -1.436 2.330
H -0.862 -0.698 2.338
H -0.144 -0.499 0.698
H -1.512 1.349 -1.488
H -0.964 -0.434 -1.752
H -0.754 0.895 -3.041
H 1.218 -1.550 3.785
```

Here are the Mulliken charges for atoms 1 to 6, given in e: C 0.123; C -0.198; C -0.653; P -0.275; P -0.081; H 0.287

=====

No. 3
A molecular structure, C42H47N9ORbS3Si, computed with ωB97M-V/def2-TZVPD.

Values from the calculation:
E_LUMO: 0.0734 Eh
relative energy (zero: lowest compared OMol25 entry of this formula, charge and spin): 6.2 kcal per mole
molar mass: 903.7 g mol⁻¹
charge: -1
orbital gap: 5.609 eV
HOMO: -3.6 eV

```
104
C42H47N9ORbS3Si (ωB97M-V/def2-TZVPD)
Rb 0.265 -0.040 -0.344
C -1.137 6.291 2.352
C -1.396 4.825 2.134
C -2.672 4.336 1.848
C -2.912 3.001 1.597
C -1.881 2.029 1.598
N -2.039 0.736 1.214
C -3.249 0.133 1.356
C -4.036 0.249 2.530
C -5.173 -0.499 2.752
C -5.629 -1.434 1.823
C -6.795 -2.338 2.111
C -4.914 -1.526 0.640
C -3.789 -0.752 0.390
N -3.257 -0.850 -0.940
C -3.942 -0.591 -2.070
C -3.115 -0.878 -3.130
C -1.918 -1.300 -2.523
N -2.014 -1.290 -1.201
C -0.603 2.547 1.934
C -0.373 3.891 2.182
N 0.524 1.665 2.039
C 0.653 0.606 2.867
C 1.929 0.122 2.717
C 2.517 0.973 1.760
N 1.669 1.907 1.352
H -2.065 6.822 2.573
H -0.694 6.766 1.471
H -0.453 6.462 3.186
H -3.504 5.033 1.799
H -3.910 2.681 1.326
H -3.696 0.946 3.287
H -5.713 -0.373 3.687
H -7.488 -1.876 2.817
H -6.470 -3.289 2.545
H -7.356 -2.572 1.203
H -5.230 -2.221 -0.132
H -4.943 -0.200 -2.020
H -3.336 -0.781 -4.180
H -0.991 -1.618 -2.975
H 0.643 4.193 2.414
H -0.170 0.294 3.487
H 2.373 -0.719 3.219
H 3.507 0.928 1.333
N -1.014 -5.001 0.416
C -1.837 -4.595 1.450
C -2.892 -5.209 2.117
C -3.510 -4.471 3.110
C -3.096 -3.165 3.421
C -2.050 -2.565 2.750
C -1.411 -3.298 1.753
N -0.367 -2.921 0.918
C -0.180 -3.945 0.141
C 0.810 -4.026 -0.943
C 1.616 -5.096 -1.185
S 2.655 -4.735 -2.490
C 1.936 -3.183 -2.618
N 0.997 -2.942 -1.760
H -1.107 -5.824 -0.150
H -3.222 -6.211 1.872
H -4.341 -4.904 3.653
H -3.629 -2.607 4.180
H -1.749 -1.544 2.945
H 1.679 -6.018 -0.631
H 2.306 -2.441 -3.312
C 6.157 1.969 -1.210
Si 6.514 0.146 -1.406
C 8.200 -0.161 -0.616
C 6.710 -0.326 -3.202
C 5.284 -0.900 -0.453
C 5.686 -1.635 0.651
C 4.769 -2.378 1.393
C 3.450 -2.321 0.989
N 3.018 -1.625 -0.058
C 3.902 -0.933 -0.803
S 3.326 -0.064 -2.205
H 6.810 2.567 -1.852
H 6.331 2.275 -0.175
H 5.121 2.179 -1.471
H 8.957 0.433 -1.136
H 8.501 -1.209 -0.680
H 8.216 0.133 0.437
H 7.649 0.082 -3.588
H 5.876 0.047 -3.793
H 6.739 -1.413 -3.315
H 6.729 -1.636 0.949
H 5.065 -2.964 2.253
H 2.676 -2.850 1.542
C -2.726 4.081 -3.781
C -1.861 2.868 -4.087
S -1.216 2.075 -2.597
O -2.298 2.120 -1.566
C -0.002 3.322 -2.107
C 1.296 3.209 -2.892
H -3.353 4.324 -4.639
H -2.126 4.960 -3.546
H -3.369 3.870 -2.925
H -0.999 3.097 -4.717
H -2.436 2.084 -4.582
H 0.153 3.115 -1.044
H -0.468 4.307 -2.173
H 1.785 2.249 -2.720
H 1.987 3.990 -2.572
H 1.141 3.329 -3.966
```

Here are the Mulliken charges for atoms 1 to 6, given in e: Rb 0.557; C -1.670; C 0.910; C -1.100; C -0.417; C -0.150

=====

No. 4
A molecular structure, C16H30BBrN2O12Sr in a non-equilibrium geometry, computed with ωB97M-V/def2-TZVPD.

Values from the calculation:
E_LUMO (spin up / spin down): 0.0453 / 0.0426 Eh
molar mass: 620.8 g mol⁻¹
charge: -1
2S+1: 2
orbital gap (spin up / spin down): 1.828 / 5.973 eV
HOMO (spin up / spin down): -0.6 / -4.8 eV

```
63
C16H30BBrN2O12Sr (ωB97M-V/def2-TZVPD)
Sr 35.184 -9.036 9.719
O 36.642 -2.192 15.697
C 36.035 -3.154 15.236
O 36.584 -4.254 14.849
B 35.592 -5.155 14.298
O 34.271 -4.437 14.512
C 34.471 -3.253 15.027
O 33.569 -2.381 15.222
O 35.636 -6.537 14.963
C 35.575 -7.429 14.035
O 35.545 -8.639 14.266
C 35.666 -6.702 12.661
O 35.875 -5.431 12.882
O 35.649 -7.247 11.553
Br 34.857 -6.639 7.956
C 32.059 -7.571 11.144
O 33.098 -8.584 11.180
C 32.548 -9.733 11.776
C 33.530 -10.933 11.891
N 34.383 -11.238 10.685
C 35.452 -12.175 10.989
C 36.698 -11.538 11.849
O 37.067 -10.258 11.380
C 37.968 -9.674 12.332
H 31.585 -7.334 12.097
H 31.221 -7.776 10.477
H 32.525 -6.681 10.721
H 31.685 -9.983 11.159
H 32.121 -9.502 12.751
H 32.978 -11.867 11.993
H 34.164 -10.700 12.747
H 33.825 -11.790 10.049
H 35.794 -12.479 9.999
H 34.881 -12.839 11.637
H 37.541 -12.183 11.600
H 36.479 -11.590 12.915
H 38.960 -10.126 12.323
H 37.615 -9.744 13.360
H 38.203 -8.611 12.287
C 32.523 -9.525 7.370
O 33.830 -9.989 7.824
C 34.595 -10.495 6.719
C 35.885 -11.221 7.180
N 36.580 -10.549 8.231
C 37.406 -9.538 7.566
C 38.388 -8.739 8.443
O 37.552 -7.994 9.298
C 38.185 -6.779 9.577
H 32.736 -8.814 6.571
H 32.097 -9.016 8.235
H 31.868 -10.335 7.050
H 35.078 -9.811 6.021
H 33.867 -11.164 6.259
H 36.537 -11.484 6.347
H 35.636 -12.146 7.700
H 37.249 -11.192 8.629
H 36.869 -8.748 7.041
H 38.150 -9.943 6.881
H 38.945 -8.180 7.692
H 38.971 -9.467 9.006
H 37.628 -6.164 10.283
H 38.379 -6.151 8.707
H 39.178 -6.932 9.998
```

Here are the Mulliken charges for atoms 1 to 6, given in e: Sr 0.606; O -0.674; C 0.600; O -0.475; B 1.079; O -0.442